The following is a DFT calculation (ωB97M-V/def2-TZVPD) of a molecular structure, C4H6O3Tl in a non-equilibrium geometry.

Each line ends with the Löwdin charge.
Element x y z (Å)
Tl  -0.25634  -1.84458  -0.24125  0.659
O  -2.08345  0.74366  1.56095  -0.093
O  -1.16965  0.93182  -0.41297  -0.215
O  0.65675  -0.86316  1.67249  -0.373
C  -0.61554  0.18197  -1.58140  -0.457
C  0.99885  -1.45827  2.74412  -0.152
C  0.55320  1.00576  -2.10440  -0.191
C  -1.28982  0.24757  0.74708  -0.528
H  0.26658  2.01871  -2.46292  0.056
H  1.02757  0.46532  -2.94137  0.051
H  -1.42776  0.25963  -2.33128  0.052
H  0.17808  -1.85212  3.37622  0.075
H  1.34599  1.14843  -1.34861  0.058
H  1.81555  -0.98473  3.32334  0.057

Atomic forces in eV per Å
-0.8088 -0.1430 -0.9762
1.5052 -0.7166 -0.4016
0.3124 0.4028 -1.1266
2.6555 -2.4301 2.1002
0.0409 0.7020 0.9093
-1.7962 3.8926 -0.3942
0.3600 0.0129 -0.1556
-2.8278 0.4821 0.3424
0.0827 -0.3473 0.1311
-0.1438 0.2044 0.0754
0.2290 -0.3799 0.2462
0.4308 -0.9842 -0.4821
-0.3339 -0.1016 -0.1133
0.2940 -0.5940 -0.1548

Computed properties:
HOMO level (spin up / spin down) = -2.46 / -2.15 eV
charge = -1
ΔE to the lowest compared entry with this formula, charge and spin = 0.0 kcal per mole
E_LUMO (spin up / spin down) = 0.1110 / 0.0986 Ha